This record from OMol25 describes 14 unconnected molecules or ions with the total composition C44H91Br8N8O9 in a non-equilibrium geometry. The level of theory is ωB97M-V with the def2-TZVPD basis set.

Cartesian coordinates (Å):
C (-7.3933, 20.4653, 6.1298)
C (-8.2330, 20.0894, 4.8877)
N (-9.7743, 20.3650, 4.9724)
C (-9.8669, 21.9107, 5.2709)
C (-10.4744, 20.0485, 3.5899)
C (-10.2508, 18.5732, 3.1837)
C (-10.4156, 19.7088, 6.2270)
C (-11.9912, 19.9060, 6.4254)
O (-12.7958, 19.3538, 5.3907)
C (-14.0462, 18.8515, 5.8256)
H (-6.3229, 20.3991, 5.9346)
H (-7.6705, 19.8753, 7.0034)
H (-7.5015, 21.4906, 6.4838)
H (-8.1169, 19.0423, 4.6080)
H (-7.8899, 20.7055, 4.0566)
H (-9.5993, 22.1733, 6.2944)
H (-10.9053, 22.1992, 5.1082)
H (-9.3269, 22.4249, 4.4758)
H (-9.9411, 20.6697, 2.8703)
H (-11.5263, 20.3321, 3.6250)
H (-10.6230, 17.8983, 3.9545)
H (-9.2086, 18.3232, 2.9852)
H (-10.8193, 18.3743, 2.2752)
H (-9.8589, 20.0376, 7.1045)
H (-10.2173, 18.6370, 6.2326)
H (-12.2220, 20.9702, 6.4735)
H (-12.3046, 19.5092, 7.3910)
H (-14.5805, 19.4036, 6.5988)
H (-13.8416, 17.8731, 6.2602)
H (-14.6337, 18.6390, 4.9324)
C (-5.5650, 23.4768, 4.7389)
C (-6.8217, 24.1444, 4.0766)
O (-7.1790, 23.8484, 2.8960)
O (-7.3616, 25.0874, 4.6469)
H (-5.7756, 23.2799, 5.7901)
H (-4.6856, 24.1076, 4.6093)
H (-5.4634, 22.5697, 4.1432)
C (-11.2440, 22.9564, 1.7616)
C (-10.4462, 24.1480, 2.1972)
O (-10.2578, 24.5809, 3.3314)
O (-9.8802, 24.7658, 1.2812)
H (-11.8371, 22.5698, 2.5904)
H (-10.6274, 22.1442, 1.3768)
H (-11.9061, 23.0878, 0.9058)
C (-5.6184, 16.8480, 4.5400)
O (-5.9425, 17.9989, 4.2951)
N (-6.3320, 15.7238, 4.2322)
C (-5.7574, 14.4103, 4.2850)
C (-7.5988, 15.7318, 3.5574)
H (-4.6585, 16.5259, 4.9724)
H (-4.7499, 14.3349, 4.6940)
H (-5.6005, 14.0407, 3.2716)
H (-6.4140, 13.7354, 4.8340)
H (-8.2575, 15.1226, 4.1764)
H (-8.0045, 16.7430, 3.5890)
H (-7.4735, 15.2923, 2.5679)
C (-14.1905, 21.9282, 4.0068)
O (-13.5544, 22.6871, 4.7891)
N (-15.5630, 21.7460, 4.2036)
C (-16.2603, 20.6445, 3.6248)
C (-16.3040, 22.4245, 5.2608)
H (-13.7905, 21.2388, 3.2472)
H (-15.6223, 19.9244, 3.1124)
H (-16.9068, 21.1413, 2.9014)
H (-16.8538, 20.0956, 4.3560)
H (-15.6944, 23.1410, 5.8114)
H (-17.2145, 22.8192, 4.8099)
H (-16.5417, 21.7172, 6.0553)
C (-18.0472, 16.5367, 7.5575)
O (-19.1572, 17.0969, 7.7035)
N (-17.4475, 16.3196, 6.3684)
C (-16.1516, 15.6730, 6.2804)
C (-18.1228, 16.6590, 5.1114)
H (-17.4420, 16.1420, 8.3883)
H (-15.7124, 15.7280, 7.2764)
H (-15.3704, 16.1348, 5.6765)
H (-16.1901, 14.6289, 5.9698)
H (-18.7671, 17.5370, 5.1549)
H (-17.3116, 16.9326, 4.4367)
H (-18.5571, 15.7673, 4.6593)
C (-11.1710, 18.5346, 9.9334)
O (-10.6719, 17.6547, 9.2456)
N (-12.4941, 18.5034, 10.1604)
C (-13.2186, 19.3207, 11.1356)
C (-13.3718, 17.4725, 9.5801)
H (-10.7355, 19.3816, 10.4860)
H (-13.8745, 19.9970, 10.5874)
H (-12.5817, 20.0894, 11.5730)
H (-13.6650, 18.7966, 11.9806)
H (-12.9150, 17.0950, 8.6652)
H (-13.4842, 16.6288, 10.2610)
H (-14.3149, 17.9666, 9.3464)
C (-12.8373, 17.8737, -1.8023)
C (-13.0430, 19.3494, -1.7391)
C (-12.4662, 19.9063, -0.4146)
C (-12.9861, 19.3512, 0.8351)
N (-13.3715, 18.9603, 1.8636)
H (-13.2905, 17.3438, -0.9646)
H (-11.7493, 17.8128, -1.8276)
H (-13.2967, 17.4459, -2.6934)
H (-14.1218, 19.5048, -1.7423)
H (-12.7277, 19.8597, -2.6492)
H (-12.6358, 20.9830, -0.4078)
H (-11.4034, 19.6719, -0.3548)
C (-8.1251, 12.9226, 7.6112)
C (-9.5004, 13.1527, 8.1691)
C (-9.9720, 14.6054, 8.1962)
C (-10.1869, 15.1901, 6.8398)
N (-10.3403, 15.7036, 5.7940)
H (-8.2014, 13.0980, 6.5381)
H (-7.6399, 11.9469, 7.6396)
H (-7.3773, 13.5427, 8.1054)
H (-9.6281, 12.7673, 9.1806)
H (-10.2450, 12.5548, 7.6434)
H (-9.2914, 15.2751, 8.7220)
H (-10.9376, 14.6962, 8.6936)
C (-1.8289, 21.6865, 6.1059)
C (-2.1432, 21.2216, 4.7082)
C (-2.9712, 19.8933, 4.7622)
C (-2.4433, 18.8132, 5.6843)
N (-2.0730, 17.9303, 6.3469)
H (-1.2913, 22.6340, 6.1434)
H (-1.2051, 20.9709, 6.6414)
H (-2.7200, 21.8170, 6.7199)
H (-1.2620, 21.1029, 4.0778)
H (-2.7042, 21.9695, 4.1479)
H (-3.0657, 19.4713, 3.7617)
H (-3.8812, 20.0907, 5.3288)
Br (-15.4238, 22.5978, 8.5442)
C (-13.4932, 22.4158, 9.0941)
C (-12.6596, 23.3371, 8.2413)
Br (-12.8566, 25.3108, 8.6993)
H (-13.1610, 21.3875, 8.9510)
H (-13.4077, 22.6963, 10.1439)
H (-12.9040, 23.2387, 7.1836)
H (-11.5900, 23.1271, 8.2391)
Br (-6.8127, 16.3325, 9.6698)
C (-6.0970, 17.9860, 8.6705)
C (-4.6684, 18.1954, 9.1635)
Br (-3.9374, 19.8972, 8.4250)
H (-6.7570, 18.8078, 8.9482)
H (-6.1326, 17.8450, 7.5903)
H (-4.0897, 17.3296, 8.8414)
H (-4.6192, 18.3463, 10.2418)
Br (-8.4020, 20.1962, 0.4706)
C (-7.6466, 20.8279, -1.2271)
C (-8.6668, 20.5059, -2.3375)
Br (-7.9978, 21.4654, -3.9597)
H (-6.7071, 20.2941, -1.3702)
H (-7.4957, 21.9025, -1.1237)
H (-9.7161, 20.7376, -2.1545)
H (-8.6366, 19.4370, -2.5486)
Br (-14.1622, 13.8588, 3.9452)
C (-13.2032, 14.2944, 2.2605)
C (-12.4427, 15.6393, 2.4100)
Br (-11.3214, 15.9322, 0.7612)
H (-13.9459, 14.3587, 1.4653)
H (-12.5243, 13.4785, 2.0123)
H (-11.7406, 15.6139, 3.2434)
H (-13.0924, 16.5028, 2.5530)

Cartesian forces, eV/Å:
-0.8 0.2 0.3
-0.3 0.1 0.1
-0.1 1.7 1.5
-1.1 -0.8 -1.5
1.6 -0.8 0.7
-0.5 0.5 0.5
-1.1 -1.0 -0.8
0.9 0.7 -0.5
0.5 0.4 0.1
0.7 -1.3 -0.1
-0.2 -0.5 -0.3
0.3 -0.4 -0.1
-0.3 0.2 -0.5
0.1 0.1 0.3
-0.1 0.0 -0.2
0.4 -0.3 -0.3
-0.2 -0.1 0.1
0.5 0.1 0.4
-0.1 0.3 0.2
0.2 -0.1 0.4
-0.1 -0.1 0.0
-0.1 0.3 0.0
0.0 0.1 0.1
-0.3 0.5 -0.1
0.0 -0.2 -0.5
0.1 0.3 0.0
0.4 -0.4 0.2
0.0 0.7 -0.3
-0.1 -0.3 0.3
-0.2 0.4 0.1
-1.3 -0.3 -1.0
-0.1 1.4 -1.6
0.8 -1.9 0.1
-0.2 0.6 2.2
0.2 0.0 0.0
-0.1 0.1 0.1
0.5 -0.4 0.3
-0.6 -1.2 0.2
-0.6 -1.0 0.4
-0.4 -0.2 -0.1
1.1 1.4 -1.2
0.0 0.1 0.1
0.6 0.1 0.4
-0.1 0.9 0.1
-0.2 -0.9 -0.8
-0.1 -0.4 0.5
0.8 0.8 0.3
0.6 -0.5 -0.1
-0.3 0.3 0.8
0.2 0.5 0.3
-0.1 0.6 0.5
-0.4 -0.2 -0.2
0.0 -0.1 0.0
-0.3 -0.2 -0.3
0.1 -0.2 -0.5
-0.3 0.3 -0.2
-1.4 1.1 3.8
-0.6 -1.7 -2.5
2.7 0.2 0.6
-0.5 0.3 -1.1
0.6 -0.2 0.1
0.2 0.4 0.0
0.2 0.2 0.0
-0.6 -0.8 -0.3
0.0 0.1 0.1
-0.1 0.4 -0.8
0.0 0.3 0.3
-0.4 -0.4 -0.2
-2.2 1.1 0.0
2.5 -1.3 -0.3
-0.1 0.4 -0.7
0.4 -0.2 1.0
1.3 0.0 -0.3
-0.1 0.2 0.2
-0.1 -0.4 0.2
-0.6 0.5 -0.5
-0.3 -0.1 0.0
-0.3 -0.5 0.5
0.1 0.1 -0.2
-0.5 0.2 0.2
-1.2 -1.3 0.1
1.1 0.9 0.0
-2.0 -0.1 0.9
1.1 1.5 -0.5
1.0 0.4 -0.3
0.8 -0.1 -0.3
-0.9 -0.6 0.2
0.7 -0.3 0.2
-0.2 -0.3 -0.5
0.0 0.1 0.0
-0.2 0.1 0.1
-0.1 -0.3 0.1
0.4 -0.2 -0.6
-1.9 0.1 0.9
0.1 0.2 -0.8
-1.1 -0.6 1.4
0.6 0.6 -1.7
0.4 0.1 0.2
0.0 -1.1 0.0
0.3 0.0 -0.2
-0.2 0.4 0.2
0.7 0.2 0.4
0.3 0.1 0.3
0.3 0.4 -0.2
0.7 0.1 -0.6
-0.9 -0.9 0.8
-0.2 0.4 -0.9
0.0 1.2 -2.0
0.3 -1.4 2.6
0.4 0.6 -0.1
-0.8 -0.5 0.5
-0.1 0.5 -0.3
0.4 0.2 0.3
0.0 0.1 -0.4
0.1 0.0 0.0
0.0 -0.1 0.1
0.5 0.4 0.5
-0.3 -0.8 -0.1
1.0 -0.1 1.3
1.0 -0.7 -0.3
-0.7 1.3 -1.0
0.0 0.1 -0.2
0.1 -0.2 -0.1
-0.2 0.1 -0.2
0.3 -0.3 0.3
-0.5 -0.1 0.2
-0.6 0.0 0.2
-0.7 0.3 -0.9
1.2 -0.4 0.8
-0.2 0.9 -0.2
0.1 1.0 -0.8
0.1 -1.6 -0.3
-0.3 0.0 -0.1
-0.3 -0.1 -0.1
-0.4 0.3 0.0
0.0 0.1 0.7
0.5 1.2 -0.9
0.1 0.0 0.8
-0.5 0.2 -0.2
-0.5 -0.8 0.3
0.0 -0.3 0.1
-0.1 -0.4 0.2
0.5 0.5 0.0
0.0 -0.2 -0.2
0.1 -0.1 -0.1
-1.1 0.1 -0.3
1.1 -0.2 -0.1
-0.5 -0.5 0.6
-0.2 0.2 0.0
0.1 -0.2 0.1
0.3 0.6 0.1
0.1 0.1 -0.2
0.5 0.2 -0.8
0.4 0.9 -0.2
0.1 -0.8 0.0
-0.7 -0.3 0.9
-0.1 0.0 0.3
-0.1 0.1 0.4
0.1 -0.1 -0.2
0.0 -0.1 -0.4

F_max   0.0811 Eh/bohr
E   -23438.1987 Eh
2S+1   2